# 1
76
Properties=species:S:1:pos:R:3:forces:R:3:mulliken_charge:R:1 method="wB97M-V/def2-TZVPD" charge=+1 homo_energy_ha="-0.3830 / -0.3830" gap_ev="7.1 / 4.2" multiplicity=2
Na 0.54470 3.72962 0.87295 -0.2 -0.3 0.2 0.88
C -0.40255 1.71086 -1.45824 1.1 2.2 1.4 0.06
O -1.09833 1.75925 -0.19270 0.2 -0.5 -1.5 -0.10
O 0.78044 2.45214 -1.37790 -0.8 -1.3 -0.1 -0.43
C -0.30835 0.37745 -2.18617 0.0 0.2 -0.1 0.72
F -1.53202 -0.16069 -2.04198 0.4 -0.4 -0.7 -0.21
F 0.10006 0.39123 -3.46949 -1.2 0.8 0.6 -0.26
F 0.59817 -0.32846 -1.58678 1.1 -1.9 1.4 -0.21
C -1.00126 0.72668 0.83266 -0.5 0.2 1.7 0.98
C -2.11620 0.94807 1.89530 -0.2 0.5 -1.1 -1.41
H -2.26766 0.02434 2.45378 0.2 0.1 0.2 0.35
H -1.95635 1.81225 2.54008 0.5 -0.3 0.1 0.14
H -3.06515 1.19320 1.41834 -0.1 -0.4 -0.3 0.42
H -0.07532 0.82114 1.39993 0.4 0.0 -0.4 -0.04
H -1.08049 -0.32019 0.53963 0.0 0.3 -0.9 -0.19
H -0.87259 2.33588 -2.21753 -1.0 0.6 0.0 0.32
C 1.83992 1.35585 4.35119 0.6 -0.1 -1.2 -0.43
S 0.54973 2.67087 4.45617 1.3 -0.4 1.8 0.28
O 0.06784 3.14464 3.09195 0.3 -1.2 0.1 -0.59
C -0.61913 1.57289 5.34692 -0.2 0.5 -0.5 -0.96
H 1.66396 0.88598 3.38353 -0.1 -0.4 0.1 -0.15
H 1.89173 0.58130 5.11636 -1.1 0.2 0.2 0.37
H 2.88067 1.67971 4.35781 -0.2 1.0 -0.3 0.33
H -0.88754 0.65456 4.82470 -0.5 0.5 -0.6 0.27
H -1.37400 2.31912 5.59472 -0.7 -0.8 -0.1 0.36
H -0.21945 1.15864 6.27253 0.7 0.8 0.1 0.44
C 1.47538 -2.68126 -8.51044 -0.3 0.0 -0.1 -0.91
S 1.94309 -1.35275 -7.37116 0.0 2.6 -1.7 0.45
O 1.26111 -0.05253 -7.92459 0.9 -2.8 1.5 -0.62
C 1.14214 -1.85743 -5.85656 -0.9 1.1 -1.1 -0.78
H 0.45966 -3.06727 -8.42440 -0.1 0.4 0.2 0.32
H 2.14663 -3.53931 -8.47468 0.3 0.2 0.2 0.34
H 1.57615 -2.16677 -9.46608 0.0 -0.2 -0.1 0.32
H 1.21016 -0.99795 -5.18964 0.8 -0.5 0.4 0.15
H 1.58180 -2.82244 -5.60445 -0.4 0.2 0.5 0.42
H 0.09201 -1.77886 -6.13787 -0.3 -1.0 0.2 0.32
C -4.10428 4.98114 2.83044 1.4 -0.5 -1.0 -0.73
S -5.04598 4.83826 1.30467 -1.6 1.1 -0.7 0.46
O -5.39919 6.28710 1.01841 0.8 -1.5 -0.2 -0.61
C -3.88082 4.13906 -0.00730 -0.1 0.5 1.0 -0.53
H -3.12676 5.27379 2.44715 0.2 0.4 0.6 0.16
H -3.97696 4.01445 3.31767 -0.3 0.1 0.1 0.28
H -4.54315 5.76254 3.45086 -0.1 -0.3 -0.2 0.38
H -4.48052 4.10977 -0.91703 -0.1 0.1 0.2 0.40
H -3.60918 3.12545 0.28751 -0.1 0.0 0.1 -0.04
H -2.96990 4.71089 -0.18426 -0.1 0.3 0.1 0.24
C 1.26248 -4.15624 3.02260 0.2 -0.4 -0.2 -1.15
S 0.44416 -2.77266 2.18364 0.6 0.8 1.9 0.56
O 0.90861 -1.48305 2.94083 -0.4 -1.9 -1.7 -0.56
C 1.32237 -2.98719 0.62987 0.6 1.4 0.1 -0.65
H 1.02591 -4.15627 4.08661 0.2 0.3 -0.1 0.34
H 2.32476 -4.13044 2.77968 0.1 0.5 0.5 0.34
H 0.96622 -5.13043 2.63366 -0.6 0.2 -0.3 0.42
H 1.35852 -4.02337 0.29352 -0.6 0.2 -0.1 0.47
H 2.34724 -2.61893 0.67597 0.2 -0.1 0.5 0.51
H 0.83127 -2.24346 0.00235 -0.1 -0.6 -0.6 -0.28
C -2.45789 -5.40038 -2.86944 0.7 0.3 0.6 -0.89
S -2.68472 -4.92551 -1.04374 0.1 -2.3 0.0 0.45
O -1.83230 -5.94238 -0.24517 -1.1 1.9 -1.4 -0.62
C -1.78285 -3.36960 -0.89406 0.2 -0.1 0.0 -0.59
H -1.46502 -5.84659 -2.92621 0.1 0.1 0.1 0.31
H -2.51345 -4.55978 -3.56111 -0.1 0.2 0.3 0.30
H -3.14606 -6.16446 -3.23095 -0.3 0.1 0.7 0.34
H -1.95890 -2.58294 -1.62773 0.1 -0.5 -0.5 0.37
H -0.76170 -3.74161 -0.81063 0.1 0.5 -0.2 0.08
H -2.10021 -2.91139 0.04265 0.0 -0.4 0.3 0.27
C 3.32325 1.11657 0.85332 0.9 0.8 0.1 -0.37
S 5.14945 1.56917 0.58848 0.0 -0.5 -1.5 0.47
O 5.26297 2.51908 -0.59374 -0.7 -0.8 2.0 -0.60
C 5.36291 2.44418 2.16527 -0.9 0.6 -0.6 -0.78
H 2.81473 2.01367 1.20649 -0.1 0.2 -0.1 -0.15
H 3.21456 0.37771 1.64728 0.2 -0.2 -0.2 0.33
H 2.89795 0.78135 -0.09265 0.3 -0.1 0.0 0.27
H 4.46627 3.06331 2.19387 0.1 0.3 0.6 0.17
H 6.23036 3.10405 2.15064 0.1 -0.3 -0.2 0.39
H 5.39687 1.73540 2.99266 0.0 0.0 -0.1 0.30

# 2
73
Properties=species:S:1:pos:R:3:forces:R:3:mulliken_charge:R:1 method="wB97M-V/def2-TZVPD" charge=+2 homo_energy_ha="-0.4944 / -0.4944" gap_ev="7.8 / 4.7" multiplicity=2
Li -3.21360 1.52261 3.55141 0.4 -0.6 -0.2 0.90
Li -5.49389 -0.31432 0.94586 1.2 0.3 0.3 0.91
C -1.90854 0.56232 1.34948 -0.4 -0.6 1.9 0.30
O -3.25062 0.59293 1.74793 -1.5 0.3 0.2 -1.08
H -1.59682 -0.41766 0.98813 -0.1 0.0 -1.2 -0.07
H -1.56093 1.44489 0.81251 0.0 -0.2 -0.6 0.42
H -1.33028 0.52533 2.27271 0.7 0.5 0.5 -0.43
C -3.14573 -2.84443 -2.81092 1.0 0.5 -0.6 -0.70
C -2.31976 -2.84661 -1.46076 -1.9 0.4 -0.8 0.67
O -2.59833 -3.98746 -0.68093 0.5 -0.4 -0.3 -0.55
O -4.49882 -3.20192 -2.67739 0.5 -0.3 0.8 -0.54
H -2.75624 -3.49755 -3.59183 0.7 -0.3 0.2 0.41
H -3.14778 -1.87544 -3.31007 0.3 0.4 0.4 0.18
H -2.75433 -2.02165 -0.89623 0.4 0.5 0.1 -0.12
H -1.23949 -2.75135 -1.57054 -0.1 0.4 -0.4 -0.04
H -1.74527 -4.42629 -0.64466 -0.3 -0.7 0.4 0.38
H -4.35339 -4.14590 -2.58071 -1.2 -0.5 0.3 0.37
C 2.32374 0.03415 3.09079 1.9 -1.2 0.8 0.02
C 3.03584 0.07866 1.74730 -0.6 1.8 0.5 -0.46
O 2.84174 1.36625 1.15641 -0.7 0.0 -1.1 -0.49
O 2.96712 0.86461 4.07285 -0.3 0.7 -0.8 -0.59
H 2.57372 -0.97777 3.40961 -0.8 -0.5 0.2 0.33
H 1.25221 0.22447 3.02997 0.0 0.0 -0.2 0.00
H 2.54573 -0.68739 1.14641 0.1 0.2 -0.4 0.24
H 4.11799 -0.05194 1.74483 -0.1 -0.7 0.7 0.36
H 3.00471 2.06849 1.79036 0.2 -0.2 0.3 0.29
H 2.60415 0.65674 4.93693 0.1 -0.2 0.0 0.30
C -1.74550 -3.21939 4.51217 -2.7 1.5 1.5 0.66
O -2.75188 -3.59196 5.08025 -0.1 -1.0 0.4 -0.63
N -0.55402 -3.09368 5.08580 1.5 -0.6 0.1 -0.36
N -1.88001 -2.52250 3.36779 0.6 0.6 -2.6 -0.24
H 0.15069 -2.67865 4.49315 0.4 -0.2 1.0 0.15
H -0.46295 -3.42245 6.03644 0.5 -0.1 -0.4 0.22
H -2.73048 -2.00111 3.20987 0.3 -0.5 -0.1 0.12
H -1.06002 -2.33309 2.80937 -0.4 0.3 0.0 0.10
C -0.85275 2.10533 5.26659 -0.8 -1.8 2.5 0.82
O -1.97233 1.74447 5.12093 -5.9 -2.2 -0.4 -0.72
N -0.05436 1.82168 6.25973 3.1 -1.2 3.1 -0.38
N -0.32459 2.81906 4.39884 4.6 5.1 -5.5 -0.31
H -0.19549 1.34287 7.13776 -1.0 0.0 -0.5 0.23
H 0.93347 1.90631 6.06702 -0.2 0.3 0.2 0.11
H -0.77092 3.14541 3.55363 0.0 -0.3 0.4 0.13
H 0.58934 3.19775 4.60237 -0.2 0.3 -0.5 0.17
C 3.08740 1.78180 -2.43701 -0.3 0.9 1.1 -1.38
C 2.36653 0.81200 -3.36959 2.3 -0.8 -2.8 1.92
C 2.05729 -0.59197 -2.92286 -1.1 -0.9 2.2 -1.72
C 0.82900 -0.76845 -1.95106 1.1 1.3 -1.5 -0.27
C -0.33525 -0.11158 -2.66866 0.6 -1.2 -0.1 -1.53
C -0.11407 1.35371 -3.11493 -2.4 -1.6 -1.2 1.76
N 1.17065 1.43008 -3.97928 -1.3 2.2 2.9 0.48
O 1.30841 2.69009 -4.53129 -0.7 -1.4 1.2 -0.33
C -1.33670 1.59755 -4.08597 0.0 1.1 0.5 -1.76
C -0.20661 2.29344 -1.89272 1.6 1.1 -0.6 -1.61
C 3.32209 0.53453 -4.55768 0.6 0.7 -1.8 -2.21
H 3.03847 1.45212 -1.39921 -0.3 0.0 0.1 0.19
H 2.66482 2.78401 -2.50832 -0.2 -0.1 0.2 0.32
H 4.14351 1.96048 -2.63904 0.0 -0.6 -0.5 0.47
H 1.91559 -1.21432 -3.80643 -0.3 0.0 0.0 0.46
H 2.92961 -1.02718 -2.43526 0.3 0.4 -0.1 0.52
H 0.87512 -0.18326 -1.03262 0.9 -0.5 0.4 -0.10
H 0.71650 -1.83935 -1.78194 -0.3 0.2 0.2 0.48
H -1.15084 -0.20295 -1.95133 -0.5 0.6 -0.5 0.62
H -0.53410 -0.70729 -3.55956 -0.4 0.0 -0.1 0.35
H -2.23885 1.24931 -3.58302 0.1 -0.1 0.2 0.39
H -1.50837 2.65862 -4.26698 0.2 0.1 0.1 0.42
H -1.36303 1.12995 -5.07022 0.7 -0.4 0.2 0.44
H 0.53681 2.08692 -1.12281 0.2 -0.2 -0.2 0.27
H 0.01346 3.28760 -2.28172 -0.1 0.3 0.3 0.47
H -1.14415 2.36832 -1.34180 -0.4 -0.6 -0.8 0.40
H 4.23780 -0.01238 -4.33307 -0.4 -0.2 0.6 0.46
H 3.71339 1.40485 -5.08449 -0.1 0.7 0.5 0.53
H 2.83772 0.02545 -5.39094 -0.3 -0.5 0.3 0.51
H 1.49657 2.64375 -5.47153 0.5 -0.4 -0.7 0.40

# 3
97
Properties=species:S:1:pos:R:3:forces:R:3:mulliken_charge:R:1 method="wB97M-V/def2-TZVPD" charge=+1 homo_energy_ha="-0.4801 / -0.4801" gap_ev="9.1 / 4.3" multiplicity=2
C -0.69221 4.23859 1.80114 0.0 1.7 1.2 -0.72
N -2.06548 4.71505 1.45464 1.2 -0.3 0.5 1.02
O -2.57104 5.54777 2.16885 -0.4 -0.3 -0.6 -0.53
O -2.48712 4.20623 0.44380 -1.3 -0.1 -0.7 -0.57
H -0.05672 4.56969 0.97979 0.0 -0.8 -0.1 0.24
H -0.73637 3.19559 2.11467 0.2 0.2 -0.4 0.17
H -0.45406 4.88648 2.64472 0.3 -0.5 0.2 0.36
C -1.61425 1.38002 -4.22910 -0.8 -2.3 -1.1 -0.48
N -2.21113 2.70275 -4.12633 0.0 2.2 -1.2 0.96
O -3.16205 2.80040 -3.38031 0.2 0.0 0.6 -0.53
O -1.85381 3.59469 -4.90154 0.1 -1.3 1.1 -0.52
H -1.10820 1.16404 -5.17004 0.5 0.9 0.2 0.31
H -2.52049 0.78923 -4.36256 -0.1 -0.3 0.2 0.46
H -1.11128 0.92532 -3.37565 0.1 1.0 0.1 -0.20
C -1.07321 -4.49298 -3.39687 0.3 0.6 1.5 -0.53
N -2.21640 -4.17981 -2.44548 -3.0 -2.1 -2.5 0.86
O -3.36473 -4.56302 -2.78086 2.5 1.0 0.8 -0.53
O -1.95794 -3.63520 -1.40953 0.3 0.8 1.0 -0.48
H -0.30265 -3.97480 -2.82605 0.6 -0.2 -0.8 0.12
H -1.23623 -4.12179 -4.40867 -0.3 -0.1 0.3 0.28
H -0.88658 -5.56584 -3.34956 -0.2 0.1 -0.1 0.28
C -2.47651 0.64049 4.61135 -0.6 1.4 -0.3 -0.62
N -2.45800 2.03627 5.17229 1.4 1.8 -2.7 0.89
O -2.45730 2.14979 6.33413 -0.4 -0.4 3.2 -0.53
O -2.32911 3.01893 4.42161 -0.3 -1.4 -0.4 -0.55
H -3.44962 0.32178 4.98496 0.5 -0.9 0.0 0.34
H -1.55645 0.17941 4.97050 -0.5 -0.3 0.1 0.31
H -2.50867 0.76199 3.52862 0.1 -0.2 0.1 0.12
C 2.01393 -1.70646 4.10847 0.3 -0.7 0.0 -0.33
N 2.89012 -1.01823 5.04208 -3.1 0.0 2.0 1.01
O 3.86441 -0.56235 4.59140 3.5 1.5 -0.9 -0.58
O 2.49870 -0.93763 6.20437 0.5 -0.1 -0.5 -0.59
H 1.04135 -1.75523 4.59817 0.1 -0.3 -0.6 0.31
H 2.54059 -2.65847 4.04202 -0.7 -0.5 -0.2 0.26
H 2.14576 -1.23424 3.13496 -0.4 0.1 0.2 -0.14
C -5.98477 2.08634 -0.91514 0.5 0.2 1.4 -0.49
N -6.31266 0.64998 -0.98037 -0.6 -1.1 -2.3 0.81
O -7.12369 0.35257 -1.88075 1.6 -0.3 2.4 -0.47
O -5.63503 -0.12917 -0.27202 -1.5 1.2 -1.3 -0.53
H -5.89221 2.22294 0.16230 0.4 0.6 -0.2 0.27
H -6.71000 2.78980 -1.32415 -0.2 -0.7 -0.2 0.29
H -5.03264 2.17624 -1.43807 0.0 0.2 0.2 0.14
C 1.93564 -4.66334 0.84463 -1.4 -0.5 -0.5 -0.07
N 0.87414 -5.55846 0.20774 0.9 -1.0 -1.0 0.89
O 0.73275 -5.37092 -1.02854 -0.6 -0.6 2.6 -0.52
O 0.39750 -6.46107 0.89008 0.1 1.5 -1.3 -0.52
H 2.43244 -4.32022 -0.06287 0.5 0.3 0.7 0.19
H 2.47403 -5.25331 1.58637 0.2 0.0 -0.4 0.30
H 1.34913 -3.91258 1.37420 0.3 0.3 -0.1 -0.26
C -1.84968 -3.84256 3.48691 -0.4 -1.2 -1.2 -0.57
N -0.73624 -4.48481 4.29768 -1.3 -0.2 0.5 0.98
O -0.68039 -5.68997 4.27390 -0.2 -0.1 -0.8 -0.52
O -0.05072 -3.81022 5.00836 0.9 1.5 0.4 -0.56
H -2.68556 -4.53119 3.61020 0.0 0.1 0.0 0.40
H -1.52967 -3.90803 2.44701 0.0 -0.3 0.1 0.11
H -2.18988 -2.81486 3.61421 0.8 -0.1 1.0 0.18
C 5.47870 0.36229 0.01161 -1.2 -0.5 0.3 -0.69
N 4.31451 -0.34056 0.61625 0.7 -3.1 2.4 0.88
O 4.48805 -1.41435 1.19966 0.4 1.0 -0.9 -0.56
O 3.21986 0.15311 0.57292 -1.1 1.4 -0.6 -0.44
H 5.40813 1.30984 0.54572 0.5 0.3 -0.8 0.31
H 5.12929 0.28831 -1.01821 0.8 0.9 -0.2 0.19
H 6.39783 -0.19708 0.18600 -0.3 0.1 0.0 0.26
C 2.45131 0.09540 -2.87146 -1.6 -0.1 -2.0 0.44
C 2.13097 -0.68025 -4.21533 2.7 1.2 1.8 -0.28
O 3.29682 -1.57039 -4.15169 0.1 -1.4 0.7 -0.42
S 3.67515 -2.06443 -2.60615 -0.7 -2.0 -0.3 1.06
O 5.07343 -1.78754 -2.29435 -2.7 0.4 -0.7 -0.58
O 3.20967 -3.43835 -2.32246 0.6 3.6 -0.7 -0.51
O 2.57955 -0.98640 -1.95329 1.1 -0.7 0.2 0.07
H 1.56463 0.71899 -2.75734 0.0 -0.1 1.2 -0.63
H 3.33644 0.73150 -2.86788 0.0 -0.2 -0.4 0.27
H 2.25464 -0.07182 -5.11122 0.0 -0.1 0.1 0.35
H 1.13876 -1.12802 -4.15940 0.3 -0.6 0.0 0.24
C 2.37573 6.24235 -2.35057 0.3 -0.9 -0.9 -0.37
C 2.93604 5.49458 -1.11426 -0.2 1.7 -0.2 -0.28
O 2.56817 4.15792 -1.29948 -0.8 -2.4 -0.6 -0.28
S 1.57546 3.78286 -2.55407 -1.2 0.9 1.1 1.06
O 0.37030 3.09518 -1.99694 2.9 2.0 -1.3 -0.27
O 2.24476 3.09267 -3.64335 -0.7 1.3 1.7 -0.61
O 1.30910 5.40104 -2.85853 -0.6 -2.6 0.1 -0.36
H 3.10747 6.25884 -3.15828 0.2 0.4 0.1 0.28
H 1.88003 7.20443 -2.22100 0.4 -0.1 0.4 0.29
H 2.51828 5.95268 -0.21775 -0.4 -0.6 0.2 0.27
H 4.01659 5.51975 -0.97327 0.0 0.2 -0.5 0.31
C -0.02053 -1.03818 1.20892 2.1 -1.7 1.7 -0.24
O -0.12945 -2.07713 1.88859 -0.4 2.0 -1.4 -0.01
N -1.02735 -0.52642 0.46963 -1.4 0.8 -0.9 0.90
C -0.81563 0.59523 -0.48790 0.7 -0.4 0.3 -0.66
C -2.39375 -1.01729 0.63434 0.2 0.3 -1.6 -0.82
H 0.92585 -0.47686 1.17030 0.0 -0.1 -0.1 0.30
H 0.23651 0.76978 -0.71292 0.1 -0.4 0.3 0.08
H -1.18399 1.54781 -0.10711 -0.4 0.0 0.4 0.40
H -1.33848 0.41526 -1.42723 -0.2 -0.4 0.3 0.18
H -2.82082 -0.69716 -0.31605 -0.9 -0.1 0.4 0.38
H -2.46724 -2.10310 0.69525 0.4 0.0 0.3 0.34
H -2.87443 -0.52045 1.47707 0.0 0.1 0.1 0.20

F_max? In order: 3.3 8.8 4.5 eV/Å.